The following is a DFT calculation (the ωB97M-V functional and the def2-TZVPD basis) of C40H39CuN7O5PS4Sb as an isolated structure.

XYZ file:
```
98
Properties=species:S:1:pos:R:3:forces:R:3:mulliken_charge:R:1
Cu -0.91737 0.15940 0.80748 0.3 0.1 0.4 0.024
C 0.19488 0.39468 5.99032 0.0 0.0 0.0 -0.911
N 1.24296 0.90769 5.11495 0.0 0.0 -0.1 0.160
C 2.35097 -0.04962 5.09878 0.0 0.0 0.0 -0.975
N 1.95491 -1.41328 4.72867 0.0 0.1 -0.1 0.112
C 0.88444 -1.84455 5.61913 0.0 0.0 0.0 -0.994
N -0.26736 -0.95051 5.65524 -0.1 0.0 -0.1 0.138
C -0.97752 -0.95895 4.37065 0.0 0.0 0.0 -1.286
P 0.07080 -0.38732 2.94245 -0.1 0.1 0.0 2.572
C 0.74007 1.14025 3.75373 0.0 0.0 0.0 -1.554
C 1.53743 -1.46793 3.31977 0.0 0.0 0.1 -0.864
H -0.65797 1.07565 5.96390 0.0 0.0 0.0 0.389
H 0.59132 0.36598 7.00952 0.0 0.0 0.0 0.294
H 2.77305 -0.09127 6.10647 0.0 0.0 0.0 0.301
H 3.11354 0.29845 4.40385 0.0 0.0 0.0 0.416
H 1.29334 -1.90474 6.63239 0.0 0.0 0.0 0.319
H 0.54801 -2.83906 5.31688 0.0 0.0 0.0 0.419
H -1.86011 -0.32004 4.43784 0.0 0.0 0.0 0.478
H -1.34832 -1.96520 4.16554 0.0 0.0 0.0 0.400
H -0.05176 1.89274 3.78061 0.0 0.0 0.0 0.419
H 1.54650 1.53114 3.12785 0.0 0.0 0.0 0.474
H 2.37640 -1.14791 2.70312 0.0 0.0 0.0 0.002
H 1.30526 -2.50244 3.05363 0.0 0.0 0.0 0.510
O 4.28494 0.70821 2.42229 0.0 0.0 0.1 -0.748
S 4.31277 0.39081 1.01546 0.1 -0.2 0.0 1.192
O 5.38477 0.96841 0.24508 0.0 0.0 0.0 -0.748
N 2.88061 0.65367 0.33088 -0.1 0.0 0.0 -0.244
C 2.30243 -0.47086 -0.08406 0.3 0.0 0.0 0.001
O 1.23845 -0.54473 -0.72219 -0.3 0.1 -0.1 -0.570
C 3.11145 -1.70554 0.19990 0.1 0.1 0.1 0.262
C 2.78228 -3.01664 -0.07713 0.0 -0.1 0.0 -0.171
C 3.69554 -4.00550 0.27472 0.0 0.0 0.0 -0.833
C 4.90501 -3.67607 0.88462 -0.1 0.0 0.0 -0.588
C 5.22746 -2.35082 1.16260 0.0 0.0 0.0 -0.921
C 4.30887 -1.38570 0.80727 -0.1 0.1 0.0 0.411
H 1.82686 -3.24773 -0.53383 0.0 0.0 0.0 0.350
H 3.46537 -5.04514 0.07888 0.0 0.0 0.0 0.430
H 5.59858 -4.46235 1.15372 0.0 0.0 0.0 0.418
H 6.15903 -2.08502 1.64460 0.0 0.0 0.0 0.494
S -0.09624 2.29826 0.25773 -0.2 0.0 0.2 -0.650
Sb 0.79223 1.90691 -1.79081 0.1 -0.5 -0.1 2.203
C 1.06953 3.83620 -2.62849 -0.1 0.2 -0.2 0.582
C 0.64178 4.96335 -1.93181 0.1 0.0 -0.1 -0.737
C 0.77415 6.22404 -2.50099 0.0 0.0 0.0 -0.552
C 1.32384 6.36143 -3.76770 0.0 0.0 0.0 -0.441
C 1.74589 5.24204 -4.47019 0.0 -0.1 0.0 -0.711
C 1.62115 3.98045 -3.90293 -0.1 0.2 0.2 -0.255
C -0.73859 1.08283 -3.00038 0.0 0.0 -0.1 0.719
C -0.52741 0.83219 -4.35604 -0.1 0.0 0.1 -0.487
C -1.56518 0.35698 -5.14809 0.1 0.0 0.1 -0.661
C -2.81853 0.14683 -4.58990 0.0 0.0 0.0 -0.585
C -3.03481 0.40957 -3.24453 0.0 0.0 0.0 -0.582
C -1.99755 0.87401 -2.44531 0.1 0.0 -0.1 -0.778
C 2.55364 1.06276 -2.63723 0.0 0.1 0.0 0.529
C 3.75353 1.75470 -2.55167 0.0 0.0 0.0 -0.716
C 4.91067 1.20807 -3.09076 -0.1 0.0 0.0 -0.566
C 4.86345 -0.02141 -3.72926 -0.1 0.0 0.0 -0.683
C 3.65996 -0.71363 -3.81902 0.1 0.0 0.0 -0.583
C 2.50619 -0.17667 -3.26767 0.0 0.1 0.0 -0.272
H 0.21251 4.84436 -0.94367 0.0 0.0 0.0 0.430
H 0.44660 7.09946 -1.95465 0.0 0.0 0.0 0.398
H 1.42389 7.34483 -4.21024 0.0 0.0 0.0 0.358
H 2.17550 5.35248 -5.45803 0.0 0.0 0.0 0.384
H 1.96317 3.11022 -4.44715 0.0 0.0 -0.1 0.240
H 0.44682 1.00353 -4.79752 0.0 0.0 0.0 0.236
H -1.39611 0.15604 -6.19848 0.0 0.0 0.0 0.400
H -3.62998 -0.21529 -5.20906 0.0 0.0 0.0 0.397
H -4.01626 0.26312 -2.81198 0.0 0.0 0.0 0.281
H -2.16233 1.07499 -1.39104 0.0 0.0 0.0 0.480
H 3.80825 2.69688 -2.01898 0.0 0.0 0.0 0.415
H 5.85058 1.72969 -2.97424 0.0 0.0 0.0 0.412
H 5.76811 -0.45402 -4.13730 0.0 0.0 0.0 0.368
H 3.62331 -1.68182 -4.30273 0.0 0.0 0.0 0.429
H 1.58048 -0.73482 -3.30045 0.0 0.0 0.0 0.253
N -8.51628 -0.90813 -1.46899 0.1 0.0 0.1 -0.609
C -7.40549 -0.85175 -0.60817 -0.2 0.0 -0.1 1.035
C -6.11528 -0.76844 -1.12895 0.1 0.0 0.0 -0.533
C -5.02363 -0.66002 -0.28629 -0.1 0.0 0.0 -0.009
C -5.21397 -0.64679 1.09209 0.0 0.0 -0.1 -0.612
C -6.49103 -0.72479 1.61979 0.0 0.0 -0.1 -0.321
C -7.58415 -0.82077 0.77163 0.0 0.0 0.0 -0.841
S -3.80738 -0.58516 2.16359 -0.1 0.0 0.1 1.529
O -4.32057 -0.47129 3.50516 0.1 0.1 0.0 -0.807
O -2.99216 0.52453 1.68031 -0.1 0.0 0.1 -0.765
N -3.13464 -2.00785 2.01409 0.2 -0.1 -0.1 -0.594
C -2.39900 -2.34500 0.94349 -0.2 0.0 0.2 0.408
S -2.19750 -4.06135 0.62267 0.0 0.1 0.0 -0.365
C -1.22312 -3.68230 -0.76031 0.0 -0.2 0.1 -0.333
C -1.11141 -2.34880 -0.88585 -0.2 0.1 0.0 -1.287
N -1.75700 -1.58739 0.07119 0.2 -0.1 -0.2 1.213
H -8.30730 -1.31555 -2.36734 0.0 0.0 0.0 0.244
H -9.32466 -1.34614 -1.05555 0.0 0.0 0.0 0.230
H -5.97281 -0.79179 -2.20394 0.0 0.0 0.0 0.317
H -4.02041 -0.59290 -0.68785 0.0 0.0 0.0 -0.273
H -6.61574 -0.71218 2.69350 0.0 0.0 0.0 0.531
H -8.58665 -0.87440 1.18093 0.0 0.0 0.0 0.266
H -0.79677 -4.44380 -1.39093 0.0 0.0 0.0 0.482
H -0.54322 -1.84474 -1.64921 0.0 0.1 0.0 0.257
```
Forces are in eV/Å.

Values from the calculation:
net charge = -1
spin multiplicity = 1
ΔE to the lowest compared entry with this formula, charge and spin = 3.3 kJ/mol
HOMO = -4.87 eV
gap between HOMO and LUMO = 7.2 eV
total energy = -166591.38301 eV